# 1
Computed, not measured: C6H13O5Sm as an isolated structure, with the ωB97M-V functional and the def2-TZVPD basis.

Element x y z (Å)
Sm -2.48 0.68 -2.94
O -0.98 -2.00 4.43
O -0.11 0.69 -2.73
O -1.90 2.32 -3.89
O -2.12 -0.55 -1.44
O 1.28 -2.27 3.95
C -0.03 -2.51 3.54
C 0.18 0.15 -1.42
C 0.34 2.01 -3.04
C -0.55 2.52 -4.17
C -0.87 -0.85 -1.11
C 1.63 -0.90 4.06
H -0.15 -3.60 3.54
H 1.21 -0.32 3.22
H -0.24 2.01 -5.10
H 2.72 -0.83 4.03
H 0.22 2.64 -2.14
H -1.08 -1.05 4.32
H 1.19 -0.29 -1.40
H 1.27 -0.46 5.00
H -0.19 -2.10 2.51
H 0.17 1.01 -0.72
H -0.61 -1.90 -0.89
H 1.40 1.99 -3.32
H -0.31 3.59 -4.31

* 2S+1: 7
* LUMO level (alpha / beta): -4.716 / -4.760 eV
* net charge: +1

Mulliken population analysis, charges in e, atoms 1 to 8: 1.64 -0.52 -0.38 -0.64 -0.63 -0.32 0.06 -0.22



# 2
Computed, not measured: one molecule with the formula C6H13P, with the ωB97M-V functional and the def2-TZVPD basis.

Element x y z (Å)
P -1.71 1.00 -0.07
C -2.75 -0.56 -0.44
C -0.06 -1.01 1.33
C -0.15 0.02 0.20
C 1.43 1.69 0.56
C 2.07 -0.33 -0.88
C 1.00 0.72 -0.60
H 0.11 -1.98 0.82
H 0.73 1.31 -1.46
H -1.41 1.42 -1.42
H -3.73 -0.14 -0.31
H -1.02 -0.96 1.86
H 1.29 2.71 0.54
H -2.72 -1.19 -1.32
H 3.03 0.09 -1.29
H 1.95 1.29 1.39
H 0.73 -0.93 2.01
H 1.48 -1.01 -1.48
H 2.36 -0.98 0.08
H -2.62 -1.14 0.47

* ΔE to the lowest compared entry with this formula, charge and spin: 3.945 eV
* LUMO level (alpha / beta): 0.650 / 0.631 eV
* net charge: 0

Mulliken population analysis, charges in e, atoms 1 to 8: -0.03 -1.03 -1.39 0.20 -1.01 -1.34 0.40 0.29



# 3
Computed, not measured: one molecule with the formula C6H13P, with the ωB97M-V functional and the def2-TZVPD basis.

Element x y z (Å)
P -2.96 -0.45 0.13
C 0.05 0.58 -0.21
C -1.76 0.73 -0.56
C 0.52 1.25 1.06
C 1.03 0.44 -1.34
C 1.58 -1.40 0.35
C 0.56 -0.77 -0.50
H 2.17 -0.71 0.96
H 1.10 -2.04 1.12
H 0.01 2.23 1.18
H -2.82 -0.21 1.59
H 0.58 0.33 -2.34
H 1.62 1.40 1.25
H -1.99 1.87 -0.40
H 0.09 0.59 1.93
H -1.90 0.53 -1.59
H 2.08 0.65 -1.27
H 2.21 -2.05 -0.29
H -2.08 -1.54 -0.09
H -0.09 -1.45 -0.97

* structure (SMILES): C[C@@H]1C[C@@]1(C)CP
* ΔE to the lowest compared entry with this formula, charge and spin: 2.239 eV
* LUMO level: 0.993 eV
* net charge: 0

Mulliken population analysis, charges in e, atoms 1 to 8: -0.03 1.20 -0.97 -1.48 -1.03 -1.67 -0.04 0.29



# 4
Computed, not measured: a 2-piece molecular cluster, C6H14 overall, with the ωB97M-V functional and the def2-TZVPD basis.

Element x y z (Å)
C 0.25 -0.52 -0.49
C 2.51 0.49 -0.11
C 1.65 -0.78 -0.01
C -1.93 0.53 -0.68
C -1.32 -0.53 1.44
C -0.75 0.25 0.24
H -0.13 -1.34 -1.09
H -1.25 0.92 -1.56
H -0.42 1.21 0.65
H 2.03 -1.55 -0.69
H -0.89 1.23 -2.45
H -0.52 -0.91 2.09
H -2.59 1.33 -0.34
H -1.90 -1.43 1.20
H 2.59 0.83 -1.14
H -1.97 0.10 2.05
H 3.53 0.41 0.26
H 2.01 1.29 0.45
H -2.57 -0.34 -0.82
H 1.66 -1.18 1.01

* ΔE to the lowest compared entry with this formula, charge and spin: 6.499 eV
* LUMO level: -0.964 eV
* net charge: 0

Mulliken population analysis, charges in e, atoms 1 to 8: -0.57 -1.17 -0.42 -1.11 -1.42 1.00 0.25 -0.70



# 5
Computed, not measured: a 2-piece molecular cluster, C6H14 overall, with the ωB97M-V functional and the def2-TZVPD basis.

Element x y z (Å)
C -1.59 -0.73 -1.07
C 1.11 1.21 0.12
C -0.06 1.98 0.77
C -0.77 -2.40 -1.19
C -0.10 -0.84 -1.25
C 0.75 -0.23 -0.19
H 2.19 1.43 3.75
H -0.58 1.54 1.67
H 1.97 1.39 0.74
H 0.85 -0.85 0.67
H -0.83 2.22 -0.03
H -2.07 -0.55 -0.02
H 0.21 -0.68 -2.31
H 0.28 2.85 1.22
H 1.70 1.17 3.37
H 1.38 1.71 -0.80
H 0.17 -2.92 -1.66
H -0.71 -2.76 -0.13
H -1.59 -2.95 -1.76
H -2.33 -0.58 -1.90

* ΔE to the lowest compared entry with this formula, charge and spin: 8.934 eV
* LUMO level: -0.538 eV
* net charge: 0

Mulliken population analysis, charges in e, atoms 1 to 8: -0.47 -0.49 -1.12 -1.21 0.25 -0.88 0.17 0.23



# 6
Computed, not measured: C6H14AlBBe2Br2CaF5IMgO9P2S as an isolated structure, with the ωB97M-V functional and the def2-TZVPD basis.

Element x y z (Å)
I -0.09 -3.09 -6.77
Br 6.56 2.12 8.77
Br 4.84 1.37 5.61
Ca -3.83 0.22 0.53
S -0.34 -1.96 -3.71
P 4.19 -0.35 3.87
P 3.73 -2.01 -7.73
Al 0.46 -2.31 1.98
Mg -2.13 -1.48 -1.70
F 0.20 -1.57 0.47
F -0.91 -3.23 2.33
F -1.02 -4.43 -3.27
F 0.63 -1.11 3.15
F 1.80 -3.28 1.90
O 3.34 0.18 5.18
O 4.03 -1.87 3.93
O 3.75 -3.12 -6.69
O 5.68 0.02 4.10
O 5.14 -1.54 -8.02
O 2.85 -0.88 -7.19
O -6.97 2.81 -0.91
O 3.67 0.31 2.67
O 3.12 -2.51 -9.03
C -6.94 1.45 -0.53
C -5.17 1.79 -2.06
C 6.31 3.26 7.22
C -6.15 0.70 -1.60
C 4.92 3.12 6.65
C -6.03 3.04 -1.98
B -1.23 -2.79 -5.03
Be 1.01 -4.53 -4.74
Be 3.71 -1.53 5.89
H -1.22 -1.14 -3.14
H 4.15 3.11 7.42
H -6.44 1.38 0.47
H -4.33 1.87 -1.35
H -5.67 -0.20 -1.22
H 6.47 4.27 7.57
H 4.70 3.90 5.93
H -7.96 1.08 -0.41
H -6.80 0.41 -2.42
H -5.46 3.94 -1.77
H 7.09 3.00 6.51
H -6.59 3.19 -2.90
H -4.76 1.61 -3.05
H -2.33 -3.18 -4.91

* LUMO level: -4.655 eV
* net charge: 0

Mulliken population analysis, charges in e, atoms 1 to 8: 0.21 -0.14 0.59 0.72 0.18 1.13 0.85 0.36



# 7
Computed, not measured: C6H14As2F15NO4S as an isolated structure, with the ωB97M-V functional and the def2-TZVPD basis.

Element x y z (Å)
As 1.82 -4.93 1.94
As 2.86 4.32 1.78
S -4.99 0.86 -2.60
F -6.58 -1.19 -2.06
F 1.25 -5.11 0.26
F 4.41 3.61 2.45
F 2.49 4.83 3.35
F 3.42 -4.29 1.27
F 2.32 -6.58 1.90
F 2.36 -4.85 3.62
F 2.01 2.77 2.09
F 3.34 3.63 0.15
F 0.28 -5.35 2.55
F 3.57 5.88 1.32
F 1.29 -3.22 1.90
F 1.28 4.90 1.25
F -4.47 -1.71 -2.19
F -5.65 -1.28 -3.95
O -5.94 1.51 -3.55
O -1.25 1.26 -1.61
O -5.08 1.13 -1.16
O -3.62 0.82 -3.09
N 0.97 0.15 -0.05
C 2.06 0.10 1.03
C 1.58 0.61 -1.37
C -1.44 0.87 -0.32
C 0.49 -1.31 -0.25
C -0.18 1.08 0.44
C -5.47 -0.98 -2.68
H 0.35 2.06 0.48
H -2.37 1.41 0.08
H 2.53 1.10 1.05
H -1.78 -0.18 -0.37
H 2.16 1.52 -1.21
H -2.01 1.10 -2.16
H -0.19 -1.57 0.56
H -0.38 0.90 1.54
H 2.32 -0.16 -1.61
H -0.09 -1.38 -1.18
H 0.80 0.57 -2.09
H 1.32 -1.94 -0.19
H 1.56 -0.18 1.97
H 2.67 -0.76 0.70

* LUMO level: 4.513 eV
* net charge: -2

Mulliken population analysis, charges in e, atoms 1 to 8: 2.01 1.95 1.14 -0.24 -0.50 -0.52 -0.44 -0.54



# 8
Computed, not measured: a 2-piece molecular cluster, C6H14BrN2 overall, with the ωB97M-V functional and the def2-TZVPD basis.

Element x y z (Å)
Br -0.98 2.72 1.04
N 0.48 -0.87 -0.70
N 0.33 -0.19 1.70
C -1.06 1.58 -0.45
C -2.32 0.81 -0.69
C 1.39 -2.04 -0.66
C -0.29 2.15 -1.57
C 0.20 -0.11 0.33
C 1.27 -1.10 2.33
H 0.05 1.17 -1.98
H 2.39 -1.80 -0.40
H -0.97 2.50 -2.29
H -0.29 0.46 2.24
H -3.01 1.43 -1.25
H 0.16 -0.56 -1.59
H -2.82 0.47 0.19
H 1.17 -2.69 0.19
H 1.21 -2.56 -1.63
H 2.31 -0.62 2.22
H 1.18 -2.04 1.96
H 1.16 -1.20 3.41
H -2.15 -0.15 -1.09
H 0.59 2.66 -1.31

* ΔE to the lowest compared entry with this formula, charge and spin: 2.756 eV
* LUMO level: -3.431 eV
* net charge: +1

Mulliken population analysis, charges in e, atoms 1 to 8: -0.04 -0.16 -0.12 0.27 -1.11 -1.02 -0.95 0.45



Repeat the third record exactly.
Computed, not measured: one molecule with the formula C6H13P, with the ωB97M-V functional and the def2-TZVPD basis.

Element x y z (Å)
P -2.96 -0.45 0.13
C 0.05 0.58 -0.21
C -1.76 0.73 -0.56
C 0.52 1.25 1.06
C 1.03 0.44 -1.34
C 1.58 -1.40 0.35
C 0.56 -0.77 -0.50
H 2.17 -0.71 0.96
H 1.10 -2.04 1.12
H 0.01 2.23 1.18
H -2.82 -0.21 1.59
H 0.58 0.33 -2.34
H 1.62 1.40 1.25
H -1.99 1.87 -0.40
H 0.09 0.59 1.93
H -1.90 0.53 -1.59
H 2.08 0.65 -1.27
H 2.21 -2.05 -0.29
H -2.08 -1.54 -0.09
H -0.09 -1.45 -0.97

* structure (SMILES): C[C@@H]1C[C@@]1(C)CP
* ΔE to the lowest compared entry with this formula, charge and spin: 2.239 eV
* LUMO level: 0.993 eV
* net charge: 0

Mulliken population analysis, charges in e, atoms 1 to 8: -0.03 1.20 -0.97 -1.48 -1.03 -1.67 -0.04 0.29